One molecule with the formula C6H11N at a distorted geometry, computed with ωB97M-V/def2-TZVPD.

Each line ends with the Mulliken charge.
Cartesian coordinates (Å):
1 C 1.313 0.565 -1.388  -1.14
2 C -0.736 -0.529 -2.435  -1.27
3 C 0.234 -0.193 3.315  -0.94
4 C -0.122 0.195 -1.286  0.41
5 C -0.837 0.290 -0.080  -0.15
6 C -0.312 -0.106 1.933  0.01
7 N -0.160 0.826 1.102  -0.40
8 H -1.869 0.636 -0.145  0.43
9 H -1.042 -0.845 0.509  0.27
10 H 1.719 0.837 -0.414  0.36
11 H 1.442 1.432 -2.046  0.27
12 H 1.903 -0.248 -1.829  0.31
13 H -1.812 -0.663 -2.313  0.34
14 H -0.279 -1.522 -2.552  0.30
15 H -0.554 0.004 -3.373  0.36
16 H 0.800 0.712 3.568  0.29
17 H 0.888 -1.063 3.402  0.26
18 H -0.577 -0.328 4.032  0.29

energy above the lowest of the compared OMol25 structures with the same formula, charge and spin: 108.12 kcal per mole
total energy: -7885.8431 eV
HOMO (spin up / spin down): -7.0 / -7.9 eV
strongest force on any atom: 1.10 eV/A